C4H11AlF2N2O5S2 as an isolated structure in a non-equilibrium geometry. Source: OMol25; level of theory: the ωB97M-V functional and the def2-TZVPD basis.

Computed properties:
Net charge   +2
Molecular weight   296.25 g/mol
E_LUMO   -14.41 eV

Positions of all 27 atoms, in Å:
Al -2.381 0.776 1.103
N -0.617 -1.168 2.234
S 0.127 -2.376 1.586
O -0.537 -3.644 1.629
O 1.557 -2.378 1.715
F -0.095 -1.914 0.083
S -0.165 -1.571 3.844
O 1.108 -1.049 4.211
O -0.587 -2.857 4.304
F -1.231 -0.597 4.502
C -0.253 0.937 -3.580
C -0.454 0.581 -2.080
C 0.673 1.128 -1.193
O 0.394 0.863 0.165
C 1.578 1.070 0.942
N -1.794 1.080 -1.739
H 0.622 0.425 -3.990
H -0.079 1.990 -3.805
H -1.106 0.540 -4.128
H -0.468 -0.506 -1.979
H 0.791 2.189 -1.446
H 1.611 0.645 -1.472
H 1.345 0.914 1.999
H 1.907 2.101 0.812
H 2.342 0.304 0.766
H -1.803 1.984 -2.221
H -2.482 0.535 -2.261

Cartesian forces, eV/Å:
Al 0.5 -0.2 -0.8
N 1.0 0.4 2.2
S 1.4 -4.0 -6.5
O 0.1 1.3 0.6
O -1.1 0.6 0.7
F -0.1 0.0 0.6
S -2.0 1.3 5.8
O -0.7 0.0 -1.3
O 0.6 1.0 -1.5
F 0.8 -0.3 -0.9
C 0.7 -0.5 -0.1
C 0.0 -0.7 -0.4
C -0.3 -0.4 -0.9
O 0.0 0.8 0.0
C -0.3 -0.3 1.3
N 0.7 0.3 -0.1
H 0.0 -0.2 0.2
H -0.4 0.1 0.3
H 0.0 0.2 -0.1
H 0.0 0.0 0.1
H -0.1 0.3 0.6
H 0.0 -0.1 -0.1
H -0.4 0.1 -0.1
H 0.4 -0.2 -0.3
H 0.1 0.2 -0.6
H -0.6 0.4 0.8
H -0.2 -0.2 0.5